ORCA calculation (the ωB97M-V functional and the def2-TZVPD basis) on a 2-piece molecular cluster, C8H13N2O6P overall.

Element x y z (Å)
C: -2.963931 -0.915897 2.134595
O: -2.512045 0.446357 1.810920
C: -2.451049 0.688464 0.361113
N: -1.604617 -0.292472 -0.419627
C: -2.269710 -1.457810 -1.169470
C: -1.063192 -2.268492 -1.934623
N: 0.154419 -1.467863 -1.528265
C: -0.104953 -0.262343 -0.618429
C: 1.036386 0.782672 -0.076959
C: 1.208717 0.534807 1.680823
C: 1.885839 -1.004566 2.112123
O: 0.306713 -0.583794 2.296278
H: -3.688254 -0.807277 3.076632
H: -3.578623 -1.449871 1.294145
H: -2.090694 -1.629193 2.491336
H: -1.973610 1.767912 0.221117
H: -3.518724 0.710971 -0.166172
H: -3.429745 -1.720152 -1.227516
H: -1.096124 -3.201956 -2.642742
H: 1.133547 -1.697622 -1.876789
H: 2.102947 0.532329 -0.524104
H: 0.720890 1.902071 -0.213134
H: 1.531472 1.527343 2.376896
H: 2.412220 -1.016608 3.180395
H: 1.513532 -1.954928 1.539248
O: 3.885493 1.061738 -2.213924
P: 3.667708 2.567608 -2.435454
O: 2.955077 3.167616 -1.212423
O: 2.803141 2.781043 -3.688887
O: 5.027170 3.259914 -2.627102

Forces on the atoms, in the same order (eV/Å):
C -0.6 -0.6 1.4
O -0.7 -1.5 -1.9
C 1.0 0.6 -1.3
N -0.4 -1.3 -0.8
C 4.6 -1.9 -2.1
C -1.8 5.3 4.0
N -2.2 -0.1 0.3
C -0.2 -1.5 -1.5
C -1.1 -1.4 1.4
C 0.3 -3.7 -0.1
C -4.6 2.3 1.0
O 3.8 3.1 -0.4
H 1.5 -0.1 -2.0
H 1.3 1.2 1.3
H -1.5 1.7 -1.1
H -0.9 -2.3 0.5
H 2.1 -0.3 1.3
H 3.0 1.0 0.4
H 0.3 2.3 1.7
H -2.0 0.8 0.7
H -2.2 0.9 0.4
H 1.0 -2.2 -0.1
H -1.0 -3.0 -1.8
H -1.2 -0.3 -2.6
H 2.2 1.9 0.6
O -0.2 -1.1 0.6
P 0.5 0.6 -0.7
O -0.9 0.0 0.9
O -0.5 0.2 -0.3
O 0.4 0.0 -0.1

The LUMO energy is 4.395 eV. For the HOMO energy, the calculation gives 1.858 eV. For the energy, the calculation gives -1214.44365 hartree. Its net charge is -2. The calculation puts the HOMO-LUMO gap at 2.5 eV. As for the max |F|: 0.13289 Eh/bohr.